Molecular formula: C3H6N4O
Method: DFT, ωB97M-V with the def2-TZVPD basis set

The geometry in XYZ format:
```
14
Properties=species:S:1:pos:R:3:lowdin_charge:R:1
C 1.44 1.00 0.83 -0.040
C -1.65 -0.35 -0.58 -0.401
C 0.40 -1.31 -0.20 -0.499
H 1.40 2.19 0.86 0.106
H 2.54 0.78 0.94 0.084
H 0.83 1.05 1.79 0.075
H -0.93 1.30 -0.55 0.112
H -3.31 0.48 -1.23 0.016
H 2.13 -1.64 0.15 0.087
N 0.55 0.11 -0.13 -0.032
N -0.92 0.57 0.10 0.109
N -2.83 -0.39 -1.26 0.145
N 1.28 -2.19 -0.21 0.160
O -0.93 -1.58 -0.52 0.078
```

Kohn-Sham gap: 10.13 eV
ΔE to the lowest compared entry with this formula, charge and spin: 97.83 kcal per mole
lowest unoccupied orbital energy: 0.45 eV